Entry 1:
Formula: C5H41N2O14
Source: the OMol25 dataset
Level of theory: ωB97M-V/def2-TZVPD

Net charge: 0
⟨S²⟩: 0.751
Spin multiplicity: 2
E_tot in eV: -37488.8534

Structure (XYZ):
```
62
Properties=species:S:1:pos:R:3:nbo_charge:R:1
C -0.557 -3.429 1.329 -0.60
C 0.667 -2.658 0.774 -0.42
C 1.031 -1.461 1.617 -0.42
C 0.474 -0.189 1.231 0.19
C 0.292 -0.041 -0.136 -0.27
N -0.485 1.058 -0.765 -0.82
N 0.346 0.805 2.065 -0.81
H -0.821 -4.127 0.563 0.22
H -1.478 -2.813 1.619 0.18
H -0.330 -3.927 2.268 0.19
H 1.495 -3.319 0.576 0.21
H 0.039 -2.404 -0.149 0.23
H 2.110 -1.591 1.766 0.22
H 0.603 -1.768 2.797 0.17
H 0.486 -0.828 -0.888 0.22
H -0.782 1.885 -0.057 0.46
H 0.035 1.600 -1.495 0.41
H -1.263 0.944 -1.398 0.45
H 0.377 1.891 1.845 0.43
H 0.465 0.700 3.033 0.40
H -2.623 -2.930 -2.651 0.47
H -3.152 -2.030 -1.799 0.47
O -3.032 -2.953 -1.804 -0.95
H 1.661 0.019 5.055 0.49
H 2.094 -1.254 4.132 0.49
O 2.151 -0.345 4.263 -0.99
H -0.069 0.551 -4.380 0.47
H 1.111 0.565 -3.299 0.52
O 0.155 0.456 -3.473 -1.12
H -3.821 1.489 -1.465 0.46
H -4.181 0.383 -0.528 0.50
O -3.613 1.216 -0.575 -1.02
H 2.874 -3.165 -1.303 0.47
H 2.485 -2.072 -2.285 0.49
O 2.252 -2.627 -1.580 -0.96
H -2.604 1.324 2.501 0.50
H -3.139 1.964 1.045 0.53
O -2.656 2.103 1.898 -1.01
H -1.239 4.280 0.284 0.48
H -1.526 3.025 1.280 0.50
O -0.894 3.372 0.628 -1.12
H -2.889 -1.738 0.596 0.48
H -4.313 -1.898 1.133 0.48
O -3.687 -1.209 0.630 -0.97
H 2.618 2.379 -3.401 0.47
H 2.668 1.645 -1.870 0.51
O 2.545 1.552 -2.918 -1.09
H -2.773 -0.550 -3.640 0.46
H -1.348 -0.476 -3.246 0.48
O -2.194 -0.449 -2.850 -1.04
H 0.242 4.223 2.682 0.51
H 1.481 3.090 2.997 0.48
O 0.646 3.502 3.212 -1.01
H 3.493 1.982 0.230 0.52
H 4.322 2.941 -0.984 0.50
O 3.650 2.241 -0.725 -1.06
H 3.516 0.982 3.008 0.51
H 3.772 0.334 1.582 0.46
O 3.433 1.014 1.995 -1.00
H -0.041 -2.179 -3.233 0.45
H 0.447 -3.344 -2.634 0.48
O -0.065 -3.140 -3.484 -0.95
```

Entry 2:
Formula: C4H7HgO
Source: the OMol25 dataset
Level of theory: ωB97M-V/def2-TZVPD

Net charge: -1
⟨S²⟩: 2.049
Spin multiplicity: 3
E_tot in eV: -10477.2815

Structure (XYZ):
```
13
Properties=species:S:1:pos:R:3:nbo_charge:R:1
C 1.137 0.523 -2.013 -0.58
C 0.207 0.414 -0.822 -0.46
C -0.051 -0.727 -0.134 0.24
O -0.836 -0.865 0.901 -0.92
Hg -1.488 0.583 2.581 0.00
H 1.077 1.380 -2.707 0.29
H -0.257 1.348 -0.478 0.19
H 2.112 1.583 -1.477 0.07
H 0.364 -1.666 -0.556 0.10
C 2.091 -0.597 -2.240 -0.31
H 1.828 -1.443 -2.880 0.17
H 2.992 -0.693 -1.631 0.17
H 0.097 0.194 -3.196 0.03
```

Entry 3:
Formula: C26H31N9O4
Source: the OMol25 dataset
Level of theory: ωB97M-V/def2-TZVPD

Net charge: 0
E_tot in eV: -49057.8747

Structure (XYZ):
```
70
Properties=species:S:1:pos:R:3:nbo_charge:R:1
C 4.058 0.701 -1.444 -0.73
C 2.859 -0.137 -1.561 0.32
N 1.915 -0.772 -1.673 -0.37
H 4.313 1.101 -2.425 0.27
H 4.921 0.169 -1.055 0.26
H 3.812 1.543 -0.797 0.26
C -0.890 -0.191 -0.597 -0.72
C -0.603 1.148 -1.109 0.31
N -0.409 2.216 -1.469 -0.38
H -0.193 -0.395 0.214 0.26
H -0.649 -0.822 -1.455 0.27
H -1.883 -0.425 -0.229 0.25
C -0.970 -5.597 1.758 -0.73
C -0.958 -4.224 1.306 0.34
N -0.908 -3.126 0.967 -0.40
H 0.000 -5.797 2.209 0.27
H -1.076 -6.195 0.850 0.25
H -1.792 -5.774 2.445 0.26
C -0.664 4.834 -3.720 -0.72
C -1.268 5.456 -4.901 0.30
N -1.744 5.958 -5.811 -0.35
H -0.923 3.781 -3.690 0.26
H -0.933 5.335 -2.799 0.25
H 0.410 4.975 -3.848 0.26
C -2.005 -3.644 -2.576 -0.72
C -0.903 -3.339 -3.507 0.30
N -0.089 -3.103 -4.280 -0.34
H -2.628 -4.405 -3.040 0.25
H -2.537 -2.716 -2.376 0.26
H -1.656 -4.036 -1.625 0.26
C 0.966 0.145 -4.702 -0.72
C 1.375 1.546 -4.873 0.30
N 1.659 2.646 -5.050 -0.36
H 0.702 -0.256 -5.679 0.26
H 0.115 0.048 -4.035 0.25
H 1.800 -0.438 -4.324 0.26
C -2.843 4.188 -0.486 -0.73
C -3.110 5.205 -1.491 0.28
N -3.369 6.036 -2.235 -0.33
H -3.432 4.384 0.405 0.26
H -1.810 4.345 -0.140 0.25
H -2.769 3.173 -0.860 0.27
C 3.980 -0.517 2.107 -0.17
C 4.648 -1.163 3.131 -0.22
C 3.998 -2.202 3.759 -0.17
C 2.675 -2.510 3.501 -0.02
C 2.011 -1.802 2.502 -0.13
C 2.641 -0.792 1.794 -0.23
N 2.015 -3.573 4.264 0.54
O 2.595 -4.013 5.228 -0.36
O 0.877 -3.857 3.949 -0.40
H 4.564 0.257 1.618 0.21
H 5.637 -0.875 3.453 0.23
H 4.497 -2.797 4.519 0.24
H 0.999 -2.067 2.215 0.24
H 2.175 -0.338 0.936 0.23
C -0.465 0.913 3.616 -0.18
C -1.115 -0.297 3.369 -0.22
C -2.301 -0.289 2.638 -0.20
C -2.859 0.896 2.187 0.06
C -2.201 2.101 2.439 -0.20
C -1.005 2.098 3.128 -0.20
N -4.093 0.883 1.436 0.51
O -4.552 1.937 1.043 -0.37
O -4.659 -0.182 1.292 -0.38
H 0.451 0.970 4.190 0.22
H -0.595 -1.204 3.644 0.23
H -2.760 -1.227 2.356 0.25
H -2.591 3.080 2.200 0.24
H -0.459 3.030 3.194 0.22
```

Entry 4:
Formula: C41H69F3O19S4
Source: the OMol25 dataset
Level of theory: ωB97M-V/def2-TZVPD

Net charge: 0
E_tot in eV: -134027.0381

Structure (XYZ):
```
136
Properties=species:S:1:pos:R:3:lowdin_charge:R:1
F 0.942 -1.116 -2.044 0.03
C 0.595 -0.296 -1.016 -0.23
C 0.009 0.938 -1.383 0.00
C -0.334 1.755 -0.339 -0.09
C -0.058 1.451 1.006 -0.09
C 0.549 0.236 1.297 -0.08
C 0.818 -0.721 0.316 0.00
H -0.198 1.216 -2.406 0.12
H -0.739 2.750 -0.580 0.09
H -0.293 2.191 1.785 0.11
H 0.639 -0.016 2.352 0.10
H 1.351 -1.644 0.499 0.11
F -0.504 -3.622 1.306 0.02
C -1.740 -4.072 1.686 -0.25
C -2.912 -3.582 1.027 0.00
C -4.125 -4.230 1.321 -0.06
C -4.143 -5.148 2.363 -0.09
C -2.977 -5.478 3.115 -0.06
C -1.748 -4.964 2.740 -0.03
H -2.774 -2.863 0.240 0.11
H -4.963 -4.137 0.635 0.12
H -5.052 -5.681 2.568 0.09
H -3.063 -6.137 3.969 0.10
H -0.838 -5.267 3.231 0.11
F 3.815 -1.342 0.339 0.06
C 4.175 -0.698 1.438 -0.30
C 4.617 0.627 1.291 -0.01
C 5.036 1.320 2.423 -0.09
C 4.946 0.724 3.676 -0.11
C 4.484 -0.567 3.820 -0.07
C 4.057 -1.295 2.696 0.00
H 4.667 0.994 0.268 0.09
H 5.335 2.360 2.474 0.10
H 5.412 1.205 4.523 0.10
H 4.493 -0.946 4.831 0.11
H 3.693 -2.313 2.720 0.12
C 1.675 6.432 -3.053 -0.26
S 1.262 4.824 -3.709 0.80
O 2.303 3.907 -3.229 -0.55
C -0.202 4.609 -2.701 -0.27
H 0.973 7.177 -3.433 0.06
H 2.642 6.674 -3.468 0.05
H 1.767 6.326 -1.969 0.03
H -0.001 4.802 -1.648 0.03
H -0.518 3.579 -2.871 0.03
H -0.973 5.210 -3.182 0.06
C 0.316 -2.389 4.236 -0.26
S 0.638 -3.302 5.730 0.80
O 2.081 -3.245 6.055 -0.55
C -0.296 -2.275 6.857 -0.26
H 1.145 -1.730 4.067 0.04
H -0.679 -1.950 4.271 0.03
H 0.367 -3.088 3.418 0.02
H -1.306 -2.212 6.450 0.04
H 0.223 -1.330 7.004 0.06
H -0.357 -2.719 7.843 0.05
C 3.566 6.124 1.117 -0.26
S 2.101 5.123 1.244 0.85
O 1.150 5.620 0.187 -0.57
C 2.842 3.663 0.535 -0.24
H 3.315 7.154 1.306 0.05
H 3.968 5.975 0.124 0.05
H 4.256 5.803 1.911 0.06
H 2.100 2.887 0.343 0.04
H 3.582 3.325 1.249 0.03
H 3.376 4.014 -0.339 0.05
C 4.518 -1.583 -3.082 -0.26
S 5.243 -0.041 -2.630 0.79
O 6.292 0.278 -3.622 -0.54
C 3.792 0.927 -2.949 -0.25
H 5.194 -2.415 -3.074 0.06
H 4.218 -1.435 -4.106 0.03
H 3.732 -1.800 -2.378 0.04
H 3.272 0.542 -3.853 0.06
H 4.076 1.956 -3.084 0.04
H 3.196 0.888 -2.042 0.04
C -2.034 5.470 1.252 -0.02
O -1.610 4.960 2.533 0.01
C -2.306 3.875 2.832 -0.61
O -3.116 3.367 2.064 0.06
O -2.121 3.453 4.096 0.00
C -2.987 2.358 4.468 -0.01
H -3.096 5.646 1.357 0.10
H -1.825 4.735 0.472 0.08
H -1.377 6.325 1.106 0.09
H -3.438 2.760 5.368 0.10
H -2.322 1.548 4.715 0.09
H -3.654 2.187 3.628 0.08
C -3.905 3.196 -1.860 0.00
O -3.356 1.909 -1.478 -0.01
C -3.549 1.018 -2.455 -0.58
O -4.002 1.184 -3.567 0.11
O -3.115 -0.224 -2.071 -0.05
C -3.363 -1.247 -3.022 -0.03
H -4.560 3.189 -2.718 0.10
H -3.073 3.838 -2.037 0.06
H -4.321 3.494 -0.900 0.10
H -4.419 -1.335 -3.233 0.10
H -2.963 -2.132 -2.563 0.08
H -2.811 -0.943 -3.895 0.09
C 2.095 2.193 -6.524 -0.02
O 0.782 1.583 -6.546 -0.02
C 0.578 0.314 -6.116 -0.60
O -0.526 -0.075 -6.089 0.17
O 1.753 -0.346 -5.852 -0.06
C 1.629 -1.731 -5.518 -0.02
H 2.848 1.623 -7.030 0.09
H 2.346 2.309 -5.471 0.07
H 1.890 3.160 -6.984 0.10
H 2.671 -2.020 -5.545 0.09
H 0.982 -2.125 -6.274 0.10
H 1.164 -1.727 -4.549 0.08
C -5.010 -2.560 5.200 0.01
O -5.011 -1.924 3.867 -0.02
C -3.859 -1.294 3.507 -0.61
O -2.798 -1.407 4.063 0.08
O -4.033 -0.749 2.332 0.03
C -2.821 -0.266 1.769 -0.03
H -5.371 -3.581 5.109 0.09
H -5.809 -1.987 5.631 0.09
H -4.028 -2.436 5.605 0.07
H -2.512 0.616 2.334 0.08
H -2.959 -0.014 0.715 0.10
H -2.040 -0.999 1.875 0.07
C -0.639 -8.155 -2.575 -0.02
O -1.694 -7.228 -2.974 -0.02
C -1.477 -5.904 -2.831 -0.57
O -2.395 -5.141 -2.938 0.13
O -0.134 -5.648 -2.520 -0.07
C 0.208 -4.189 -2.517 0.01
H -1.259 -9.030 -2.503 0.09
H -0.251 -7.897 -1.601 0.09
H 0.143 -8.080 -3.310 0.09
H 1.289 -4.288 -2.470 0.10
H -0.242 -3.769 -1.637 0.07
H -0.205 -3.793 -3.431 0.08
```

Entry 5:
Formula: C5H34O13
Source: the OMol25 dataset
Level of theory: ωB97M-V/def2-TZVPD

Net charge: 0
E_tot in eV: -32356.0968

Structure (XYZ):
```
52
Properties=species:S:1:pos:R:3:nbo_charge:R:1
C -0.715 -2.263 -1.288 -0.16
C -1.636 -2.136 -2.239 -0.41
C -0.201 -1.104 -0.483 -0.52
C 1.285 -0.942 -0.592 -0.17
C 2.179 -1.894 -0.341 -0.43
H -0.322 -3.243 -1.039 0.19
H -2.036 -2.948 -2.822 0.20
H -2.063 -1.174 -2.479 0.20
H -0.720 -0.169 -0.691 0.23
H -0.476 -1.311 0.565 0.23
H 1.638 0.051 -0.837 0.22
H 3.248 -1.766 -0.466 0.19
H 1.895 -2.886 -0.002 0.18
H 2.235 2.434 -0.525 0.52
H 3.111 2.582 -1.799 0.48
O 2.231 2.765 -1.464 -1.00
H 0.430 -2.127 2.636 0.53
H 1.327 -1.900 3.907 0.50
O 1.146 -1.559 3.028 -1.01
H 2.924 0.991 1.301 0.51
H 1.555 1.652 1.618 0.50
O 2.364 1.775 1.080 -1.03
H 1.068 2.247 -2.666 0.51
H 0.809 1.045 -3.610 0.50
O 0.428 1.910 -3.339 -1.01
H -2.927 0.853 1.061 0.52
H -2.973 0.505 -0.482 0.49
O -3.302 0.229 0.389 -1.01
H 2.631 -0.999 2.312 0.50
H 3.944 -1.209 1.543 0.47
O 3.465 -0.545 2.055 -0.98
H -1.386 2.824 -0.907 0.50
H -0.059 3.217 -0.226 0.48
O -1.020 3.301 -0.122 -0.99
H -3.072 -1.351 0.861 0.52
H -3.900 -2.368 1.738 0.48
O -3.096 -2.281 1.218 -1.01
H 0.561 1.459 3.688 0.49
H 0.626 0.100 2.881 0.52
O 0.380 1.053 2.831 -0.99
H -1.062 1.765 -2.664 0.52
H -2.522 2.296 -2.747 0.48
O -1.940 1.795 -2.166 -1.02
H -1.595 -2.898 1.881 0.53
H -0.466 -3.860 1.391 0.48
O -0.694 -3.263 2.114 -1.00
H -1.791 2.599 1.318 0.51
H -1.288 1.599 2.379 0.50
O -2.118 1.984 2.021 -1.01
H 1.685 -0.984 -3.154 0.49
H 0.472 -1.067 -4.061 0.49
O 1.298 -0.570 -3.935 -0.95
```

Entry 6:
Formula: N2O4
Source: the OMol25 dataset
Level of theory: ωB97M-V/def2-TZVPD

Net charge: 0
E_tot in eV: -11161.7789

Structure (XYZ):
```
6
Properties=species:S:1:pos:R:3:nbo_charge:R:1
N 0.704 0.708 0.661 0.50
N -0.608 -0.754 -0.638 0.60
O 1.586 1.371 1.127 -0.28
O -0.422 0.386 0.928 -0.27
O -1.655 -1.220 -0.898 -0.28
O 0.373 -0.495 -1.175 -0.26
```

Entry 7:
Formula: C4H15NO3
Source: the OMol25 dataset
Level of theory: ωB97M-V/def2-TZVPD

Net charge: 0
E_tot in eV: -12014.8630

Structure (XYZ):
```
23
Properties=species:S:1:pos:R:3:nbo_charge:R:1
C -0.215 0.377 1.173 -0.12
C -0.672 1.394 0.400 0.08
C -2.137 1.475 0.041 -0.69
O 0.419 0.788 -2.321 -1.00
C 1.209 0.041 1.319 -0.33
N 1.306 -1.333 1.655 -0.61
H -2.062 -3.703 -0.556 0.02
H -1.996 -4.429 -0.420 -0.02
H -0.042 2.002 -0.266 0.27
H -2.617 2.366 0.458 0.25
H -2.236 1.387 -1.034 0.27
H -2.628 0.564 0.379 0.22
H 0.953 0.188 -2.844 0.46
H 1.637 0.676 2.117 0.30
H 1.723 0.361 0.369 0.38
H 2.188 -1.672 1.255 0.38
H 0.560 -1.842 1.107 0.42
H 2.740 2.584 -0.776 0.46
H 1.133 1.256 -1.777 0.50
O 2.123 1.846 -0.695 -1.07
H -0.089 -1.907 -0.968 0.46
H -0.860 -0.453 1.450 0.24
O -0.434 -1.968 -0.065 -0.86
```

Entry 8:
Formula: C2H3N3O
Source: the OMol25 dataset
Level of theory: ωB97M-V/def2-TZVPD

Net charge: 0
E_tot in eV: -8635.6313

Structure (XYZ):
```
9
Properties=species:S:1:pos:R:3:nbo_charge:R:1
N 0.384 -1.561 0.537 -0.79
C 0.204 -0.242 0.188 0.18
N 0.319 0.776 1.001 -0.09
O -0.186 1.865 0.427 -0.20
N -0.511 1.421 -0.982 -0.34
C -0.282 0.137 -1.119 0.03
H 0.899 -1.713 1.390 0.39
H 0.690 -2.129 -0.241 0.40
H -1.516 1.446 -1.200 0.43
```